No. 1
DFT (ωB97M-V with the def2-TZVPD basis set) results for a 10-piece molecular cluster, C25H65N5O20 overall in a non-equilibrium geometry.

Structure (XYZ):
```
115
Properties=species:S:1:pos:R:3:forces:R:3:lowdin_charge:R:1
C 29.5345 -23.0672 17.1001 -1.1601 2.0262 -0.4381 0.0270
N 30.5548 -23.9646 16.6157 -0.1910 2.1769 1.5796 -0.4840
O 30.4016 -25.0529 17.0614 0.9424 -3.0127 -0.2676 0.0855
O 31.4645 -23.5043 15.9708 0.8821 -0.5754 -0.8864 0.0607
H 28.6169 -23.5615 16.7812 -0.1524 0.5206 0.5009 0.0985
H 29.6713 -22.0796 16.6597 -0.2718 -0.3107 -0.3914 0.0800
H 29.5924 -22.8761 18.1717 -0.0075 -0.8504 0.0363 0.1190
C 33.3786 -21.9600 12.2035 -0.3403 -0.8793 0.5823 0.0361
N 34.8348 -21.9091 12.1782 2.3051 1.9480 -0.3289 -0.4312
O 35.4988 -22.8724 11.7822 -1.2720 1.3114 0.6169 0.0537
O 35.3175 -20.8316 12.5679 -0.0464 -1.4948 -0.5128 0.0314
H 33.3179 -22.8611 12.8136 -1.2998 -0.3049 -0.4803 0.1109
H 32.9877 -21.9688 11.1860 0.0216 -0.5706 0.1416 0.0944
H 32.9341 -21.1253 12.7457 0.5603 0.0108 -0.0738 0.0936
C 25.8948 -24.9178 9.9552 0.6579 -0.8385 -0.0217 0.0550
N 27.1261 -24.5363 10.6413 0.6382 0.3038 1.5118 -0.4436
O 26.9636 -23.6735 11.4893 1.0761 -0.0994 -0.1586 0.0619
O 28.1829 -25.1160 10.3728 -1.2592 0.8789 0.2154 0.0496
H 26.1330 -24.5464 8.9585 -0.9435 -0.4140 -0.2653 0.1107
H 25.0411 -24.5121 10.4981 0.1662 0.1710 -0.4643 0.0884
H 25.9427 -25.9993 10.0828 -0.4994 -0.0623 -0.7886 0.1091
C 24.0935 -20.9970 19.7070 1.2315 0.0780 -0.5654 -0.0703
N 25.3689 -21.7323 19.8365 -4.5470 0.9551 -0.4092 -0.6175
O 26.3910 -21.2564 19.3262 3.1409 0.9599 -1.2155 -0.1773
O 25.2308 -22.7762 20.5224 0.7597 -2.2686 1.3328 -0.2150
H 23.2790 -21.7180 19.6369 -0.0641 0.1464 0.4658 0.0625
H 24.0958 -20.3866 18.8040 0.1737 0.0764 -0.1869 0.0465
H 24.0563 -20.2975 20.5422 -0.6277 -0.0036 0.3980 0.0592
C 24.3786 -19.2533 13.6265 1.2285 1.1243 -0.0448 0.0369
N 23.1624 -19.4239 12.8330 -1.6851 0.7629 0.9347 -0.4290
O 22.9498 -20.4652 12.2518 0.2254 0.1915 -0.1445 0.0653
O 22.3805 -18.4668 12.8907 0.5319 -1.0566 -0.5983 0.0465
H 24.5307 -19.9775 14.4268 -0.3544 -0.3506 -0.3827 0.0931
H 24.3318 -18.2367 14.0169 -0.0957 -0.2623 0.1600 0.0978
H 25.1986 -19.2520 12.9084 0.0986 -0.4184 0.1131 0.0980
C 20.5136 -23.3314 16.1768 -1.0921 -1.2836 -0.5691 -0.1169
O 19.9859 -22.1013 16.5654 1.0317 1.0011 -1.5411 -0.1644
C 19.2735 -22.0745 17.7263 -1.0938 -0.2116 1.9432 -0.2302
C 18.1010 -21.0480 17.7397 1.5135 0.3641 0.5952 -0.1925
O 17.5968 -20.9672 19.0764 -1.0078 0.5684 -0.5737 -0.2008
C 16.5430 -19.9498 19.1440 1.5912 -1.0401 0.3792 -0.0805
H 19.6491 -23.9394 15.9101 -0.1692 -0.4066 -0.5171 0.0831
H 20.9997 -23.9858 16.9004 0.4861 0.7389 0.7036 0.0919
H 21.1531 -23.2499 15.2979 -0.0488 0.4330 0.1625 0.0727
H 19.9450 -21.7589 18.5248 -0.0507 0.1806 0.3784 0.1298
H 18.9516 -23.0699 18.0322 -0.4081 -0.2628 -0.1640 0.1220
H 17.2984 -21.1126 17.0050 -0.0420 -0.6949 -0.1055 0.1161
H 18.6369 -20.1255 17.5164 -0.1715 0.5218 -0.1883 0.1187
H 17.0018 -18.9634 19.0750 -0.0677 0.1525 -0.4678 0.0818
H 16.1192 -19.9902 20.1474 -0.2166 -0.3466 -0.1971 0.0813
H 15.8279 -20.1564 18.3478 -0.2419 0.2898 0.1490 0.0789
C 30.4316 -18.5174 18.2827 1.7441 -0.8944 1.3452 -0.1831
O 29.2711 -17.8840 18.1575 -4.3498 1.0494 -1.1419 -0.1893
C 28.5350 -18.2661 16.9574 0.9517 1.2522 0.4605 -0.1476
C 27.1353 -17.7047 16.8918 -0.9416 -0.5721 1.0815 -0.1941
O 26.1877 -18.3155 17.7600 0.1690 -0.2759 1.6268 -0.1840
C 26.2020 -17.8629 19.1181 0.0907 1.4108 0.7325 -0.1137
H 31.1684 -18.2838 17.5141 0.1799 -0.0764 -0.4281 0.0850
H 30.2499 -19.5888 18.3673 0.5043 -0.3791 -0.0313 0.0920
H 30.7852 -18.1177 19.2331 0.7095 -0.4694 0.1096 0.0959
H 28.5049 -19.3353 16.7475 0.2874 -0.1746 0.3836 0.1139
H 29.1540 -17.7316 16.2368 -0.2783 -0.3575 -1.0793 0.1223
H 26.6598 -17.9909 15.9537 0.6327 0.4622 -0.5855 0.1156
H 27.1072 -16.6290 17.0655 0.1884 0.2747 -0.2478 0.1223
H 25.9814 -16.7970 19.1754 -0.3487 0.5902 -0.6276 0.0691
H 27.1125 -17.8530 19.7172 0.7175 -0.9505 -0.7783 0.0810
H 25.4728 -18.2662 19.8209 -0.2883 -0.9363 -0.9774 0.0721
C 34.0580 -18.6470 9.3515 0.7028 -1.3969 0.0161 -0.0945
O 33.1220 -19.6790 9.1310 0.0695 0.1749 -0.7401 -0.1889
C 31.9232 -19.3444 9.7167 -1.9707 -1.3165 0.2940 -0.2273
C 30.8161 -20.3777 9.2508 0.6503 0.9765 -0.0771 -0.1664
O 30.7769 -21.5058 10.0982 0.5825 0.9892 1.0167 -0.1965
C 29.8310 -22.5195 9.9279 -0.5874 -0.3843 -1.3234 -0.1203
H 34.8373 -18.9107 8.6365 0.2795 0.7147 0.1190 0.0953
H 34.4352 -18.7923 10.3638 0.2824 0.4832 0.1913 0.0854
H 33.6386 -17.6485 9.2284 0.0274 0.0427 -0.2190 0.0873
H 31.6376 -18.3229 9.4655 -0.3014 0.1424 -0.4133 0.1134
H 32.0369 -19.3321 10.8007 -0.2511 -0.2552 0.4181 0.1187
H 31.0589 -20.5974 8.2111 0.4370 -0.6070 -0.1409 0.1195
H 29.8594 -19.8726 9.1178 -0.4341 0.0449 0.7635 0.1139
H 30.2630 -23.2633 9.2583 -0.0780 -0.4007 0.1132 0.0913
H 28.9080 -22.1985 9.4452 -0.1083 0.5521 -0.2510 0.0847
H 29.4537 -22.9934 10.8341 0.8076 0.2501 0.3548 0.0561
C 24.3627 -22.5589 16.3569 0.7064 0.1346 1.1931 -0.0809
O 25.1370 -22.1273 15.2627 -0.3052 -0.0384 -1.5274 -0.2111
C 26.4533 -21.7753 15.5925 1.3100 -0.2437 -0.9752 -0.1682
C 27.3292 -21.4961 14.2946 0.0818 -1.7419 0.6185 -0.1552
O 28.6525 -21.1709 14.6834 0.6099 1.6594 0.4568 -0.2370
C 29.5578 -20.8962 13.6043 -0.6756 -0.7373 0.6455 -0.0731
H 24.0662 -21.6541 16.8875 -0.7044 -0.2905 0.2296 0.0844
H 24.9426 -23.1417 17.0725 0.5426 0.1222 0.1595 0.0938
H 23.5776 -23.2754 16.1152 -0.3037 0.6572 -0.7286 0.0709
H 26.8686 -22.6465 16.0992 0.3882 0.2439 0.2473 0.1021
H 26.5313 -20.9036 16.2422 -0.2019 0.0934 0.3190 0.1185
H 26.8433 -20.7986 13.6122 0.1274 0.3710 0.0352 0.1021
H 27.5816 -22.4138 13.7635 -1.3973 -0.4328 -0.4624 0.1052
H 30.5650 -20.8935 14.0210 -0.1156 0.3120 0.1240 0.0826
H 29.3123 -19.9651 13.0935 0.0540 0.1596 0.0139 0.0872
H 29.5394 -21.7148 12.8849 -0.1600 -0.1113 -0.2559 0.0707
C 21.7764 -28.8312 10.5799 -0.6408 2.6030 -0.9985 -0.0695
O 21.8509 -27.5474 11.2975 0.3653 -1.2724 0.6073 -0.1963
C 21.2169 -26.4386 10.6637 0.5668 -1.1622 -0.8192 -0.2241
C 21.1586 -25.2002 11.5158 1.5023 -0.4639 1.4390 -0.1656
O 22.5419 -24.7785 11.6886 -0.7199 0.1922 -1.2254 -0.2007
C 22.8202 -23.6540 12.5003 -0.5148 0.3448 0.5528 -0.1094
H 20.7408 -28.9752 10.2716 -0.4219 -0.6285 0.7238 0.0718
H 22.2565 -29.6781 11.0702 -0.2402 0.5420 0.4165 0.0873
H 22.1987 -28.6868 9.5856 0.8137 -0.0588 -0.0695 0.0725
H 20.2572 -26.8020 10.2963 -0.5032 0.4522 0.0909 0.1177
H 21.8141 -26.1697 9.7924 0.0693 0.0715 -0.4002 0.1207
H 20.8113 -25.4521 12.5178 -0.4360 -0.0319 0.0907 0.1250
H 20.4953 -24.4529 11.0803 0.2240 0.2259 -0.1814 0.1263
H 23.0471 -23.9955 13.5102 0.3038 0.0907 0.0944 0.0833
H 22.0281 -22.9115 12.5976 -0.6518 -0.2908 -0.2001 0.0736
H 23.6153 -23.0229 12.1035 0.4149 -0.6075 -0.1302 0.0722
```
Positions in Å, forces in eV/Å.

The value obtained for the electronic energy is -75356.06914 eV. Its multiplicity is 2. As for the HOMO-LUMO gap (alpha / beta): 2.3 / 5.9 eV. Its net charge is -1. As for the LUMO energy (alpha / beta): 1.52 / 1.52 eV.

No. 2
DFT (ωB97M-V with the def2-TZVPD basis set) results for a 7-piece molecular cluster, C25H66NO10S overall in a non-equilibrium geometry.

Structure (XYZ):
```
103
Properties=species:S:1:pos:R:3:forces:R:3:lowdin_charge:R:1
C 4.2258 4.6718 -3.8505 -0.8719 1.4058 -0.4023 -0.0865
C 4.2257 6.3407 -3.7484 0.9986 -1.2112 0.1309 -0.2324
O 3.2083 6.7862 -4.7307 1.9592 1.6542 0.6176 -0.2557
C 3.4988 8.1542 -5.2201 -0.8663 -0.4339 -0.0548 -0.1333
C 2.0403 8.9675 -5.1290 0.6236 -0.5516 -1.6218 -0.1512
O 1.3799 8.4027 -3.9050 -2.9594 0.6210 -0.0359 -0.3772
S -0.2926 8.7275 -3.9588 0.8746 0.9665 1.3513 1.1914
O -0.7247 9.1159 -2.3270 0.0650 -0.2043 -2.8572 -0.2591
C -1.3145 7.2276 -4.4239 -0.5879 -2.2803 0.7513 -0.2379
C -0.4965 5.8067 -4.4251 1.2486 -0.9655 -0.4633 -0.3395
O 0.0391 5.4512 -3.0708 -0.6039 -0.7615 -2.5635 -0.1001
C -1.4942 4.6485 -5.0178 -0.9715 -0.2457 -0.3219 -0.2142
N -2.2196 3.8319 -3.9692 1.0038 0.5935 -0.4698 -0.0211
H 4.3211 4.4480 -5.0188 -0.1792 0.2325 2.7379 0.0999
H 3.1504 4.3484 -3.4526 2.4551 0.4049 -0.9176 0.0729
H 5.0825 4.1747 -3.2277 -1.7228 1.0512 -1.2334 0.0903
H 3.9985 6.7193 -2.6451 0.2677 -0.7326 -2.3902 0.1411
H 5.2868 6.7486 -4.0804 -2.1363 -0.8402 0.7135 0.1287
H 3.8143 8.0440 -6.3460 -0.6475 0.5796 2.1367 0.1488
H 4.3495 8.6856 -4.6069 -1.8697 -1.0024 -1.1154 0.1437
H 2.1790 10.1301 -5.0763 -0.4419 -2.3068 0.0379 0.1456
H 1.3521 8.6287 -6.0436 1.7327 0.9689 1.8085 0.1399
H -1.3138 9.9388 -2.3953 1.1852 -1.2929 -0.0538 0.1177
H -1.8166 7.3849 -5.4948 1.5360 0.1536 2.2966 0.1411
H -2.2074 7.1728 -3.6339 2.0640 0.2815 -1.4917 0.1515
H 0.4610 5.8149 -5.1331 -2.1271 0.6238 1.2735 0.1580
H 0.4096 4.5160 -3.2219 -0.8419 1.8868 0.4956 0.1158
H -2.3270 5.2086 -5.6526 1.7551 -1.1194 1.0193 0.1151
H -0.9286 3.9028 -5.7510 -1.0702 1.7825 1.6710 0.1441
H -2.3208 4.3363 -3.0613 0.3570 -0.8576 -1.1309 0.0806
H -1.8254 2.8717 -3.8559 -0.1763 1.4657 0.1398 0.0593
C 2.4297 1.2180 -4.3630 0.1452 0.2822 -0.1450 -0.0660
C 1.4815 1.2618 -3.1754 0.2870 -0.7799 -0.2464 -0.4981
C 1.5837 -0.0029 -2.3377 -0.1316 0.0058 0.3951 -0.0536
O 0.1439 1.4109 -3.6443 -0.4817 0.2743 -0.2513 -0.0747
H 2.1907 0.3777 -5.0246 0.0385 -0.0240 0.1753 0.0851
H 2.3364 2.1290 -4.9637 0.0660 -0.0503 0.0941 0.0671
H 3.4691 1.1195 -4.0349 -0.1099 -0.0075 -0.0745 0.0850
H 1.7101 2.1344 -2.5539 -0.2240 -0.0185 -0.0446 0.1303
H 1.3146 -0.8864 -2.9274 0.1418 0.1051 -0.1133 0.0887
H 0.8869 0.0374 -1.4936 0.1821 0.0922 -0.0578 0.0727
H 2.5977 -0.1380 -1.9488 -0.1136 -0.0245 -0.0442 0.0824
H -0.0678 0.6405 -4.1972 0.1389 0.2669 0.2835 0.1000
C 1.5379 -1.2760 2.6500 -0.1811 -0.4030 -0.0679 -0.0472
C 1.7352 -0.5700 1.3180 0.3497 0.3386 0.7742 -0.5034
C 3.0091 0.2600 1.3141 0.3255 0.0252 -0.2542 -0.0606
O 0.6184 0.2778 1.0629 -0.3524 0.2578 -0.2338 -0.0724
H 1.4487 -0.5521 3.4679 0.1193 0.0195 -0.0944 0.0879
H 0.6110 -1.8595 2.6427 0.2203 0.1086 0.0390 0.0568
H 2.3735 -1.9482 2.8682 -0.0571 0.1097 -0.0037 0.0765
H 1.7757 -1.3102 0.5116 -0.1777 0.1700 -0.0068 0.1321
H 2.9721 1.0383 2.0845 -0.0785 -0.1241 0.0550 0.0833
H 3.1317 0.7720 0.3538 -0.0258 -0.0716 0.0433 0.0641
H 3.8888 -0.3662 1.4922 -0.1734 0.1103 -0.0171 0.0567
H 0.5745 0.9383 1.7741 0.0576 -0.3722 -0.2704 0.0928
C -1.0226 -5.6212 3.9997 0.2367 -0.1640 0.2821 -0.0589
C -1.7549 -4.3006 4.1768 -0.2014 -0.4905 -0.5322 -0.4865
C -3.2034 -4.4055 3.7267 -0.2584 0.1709 0.1905 -0.0529
O -1.0965 -3.2900 3.4175 0.1484 0.2925 -0.1383 -0.0761
H -1.0076 -5.9229 2.9464 -0.1450 0.0436 0.0273 0.0817
H 0.0218 -5.5274 4.3160 -0.1575 0.0088 0.0192 0.0806
H -1.4957 -6.4164 4.5841 0.0476 0.0612 -0.0775 0.0684
H -1.7174 -3.9970 5.2286 0.1085 0.1351 -0.2151 0.1439
H -3.2657 -4.6640 2.6637 0.0756 -0.0596 0.0549 0.0861
H -3.7146 -3.4445 3.8483 0.0507 -0.1653 0.0134 0.0715
H -3.7419 -5.1642 4.3029 0.0488 0.1149 -0.0443 0.0642
H -1.1249 -3.5512 2.4821 -0.0542 0.0408 0.4237 0.0901
C -6.7705 -0.3699 2.2523 -0.1772 0.1286 0.3064 -0.0679
C -5.5661 -1.2973 2.2258 -0.2917 0.1360 -0.6109 -0.5091
C -4.6259 -0.9521 1.0819 0.3740 -0.0203 0.0073 -0.0639
O -6.0100 -2.6439 2.0822 -0.0418 -0.2596 0.0128 -0.0660
H -7.3509 -0.4546 1.3267 0.1621 0.0351 -0.0169 0.0805
H -7.4445 -0.6379 3.0730 0.1598 0.0573 -0.0715 0.0818
H -6.4632 0.6730 2.3776 -0.0697 -0.0847 -0.0329 0.0793
H -5.0281 -1.2293 3.1776 -0.1054 -0.2233 -0.1014 0.1354
H -5.1302 -1.0575 0.1147 -0.0905 0.0990 0.1064 0.0803
H -3.7701 -1.6354 1.0676 -0.0877 0.1364 0.0933 0.0755
H -4.2542 0.0733 1.1720 -0.0151 -0.1045 -0.0549 0.0798
H -6.4889 -2.7137 1.2397 0.2116 0.0757 0.3757 0.0923
C 7.2122 -2.5790 0.9928 0.1793 0.2807 -0.1425 -0.0654
C 6.2640 -2.5351 2.1805 0.1580 -0.6332 -0.2816 -0.4971
C 6.3661 -3.7998 3.0182 -0.0352 -0.0107 0.3655 -0.0631
O 4.9264 -2.3861 1.7115 -0.2702 0.0136 -0.1079 -0.0804
H 6.9732 -3.4192 0.3312 0.0341 -0.0386 0.1667 0.0817
H 7.1189 -1.6679 0.3921 0.0424 -0.0770 0.1438 0.0788
H 8.2516 -2.6775 1.3209 -0.1054 -0.0143 -0.0787 0.0823
H 6.4925 -1.6625 2.8019 -0.2445 -0.0395 -0.1236 0.1420
H 6.0971 -4.6833 2.4284 0.1263 0.0989 -0.0605 0.0825
H 5.6693 -3.7596 3.8622 0.1443 0.0573 -0.0949 0.0824
H 7.3801 -3.9349 3.4070 -0.1198 -0.0335 -0.0438 0.0826
H 4.7147 -3.1565 1.1586 0.1348 0.2944 0.2634 0.1000
C -5.0080 -9.6736 4.7712 0.1371 -0.3279 0.1101 -0.0660
C -4.9032 -8.3652 5.5385 -0.3266 -0.0163 -0.5956 -0.4985
C -6.1492 -7.5136 5.3545 -0.1470 0.2136 0.2471 -0.0655
O -3.7641 -7.6402 5.0823 0.2755 0.1514 -0.0312 -0.0795
H -5.1123 -9.4902 3.6959 -0.1163 0.0769 0.1005 0.0813
H -4.0993 -10.2707 4.9028 -0.1489 0.0814 0.0612 0.0807
H -5.8662 -10.2623 5.1100 0.0872 0.0425 -0.0808 0.0812
H -4.7539 -8.5739 6.6034 0.1813 0.1371 -0.1668 0.1410
H -6.2939 -7.2535 4.2999 0.0123 -0.1562 0.0336 0.0820
H -6.0545 -6.5698 5.9021 -0.0137 -0.1708 -0.0104 0.0808
H -7.0416 -8.0374 5.7107 0.0674 0.0797 -0.0682 0.0807
H -3.8878 -7.4506 4.1374 0.0016 -0.1301 0.3855 0.0828
```
Positions in Å, forces in eV/Å.

The value obtained for the electronic energy is -59782.35970 eV. As for the HOMO-LUMO gap: 6.9 eV. Its net charge is +1. As for the LUMO energy: -4.06 eV.

Question: What is the net charge in the second record?
Answer: +1

Question: Which formula does entry 2 have?
Answer: C25H66NO10S

Question: Which value of electronic energy does entry 2 give?
Answer: -59782.35970 eV

Question: Among the records above, which one has the lowest electronic energy?
Answer: C25H65N5O20